Record 1
DFT (the ωB97M-V functional and the def2-TZVPD basis) results for C48H49BrCaN6O9P4S as an isolated structure in a non-equilibrium geometry.

The lowest unoccupied orbital energy is 0.0084 Ha. As for the HOMO energy: -7.5 eV. The total energy comes out at -214424.52310 eV.

```
! wB97M-V def2-TZVPD RIJCOSX def2/J DEFGRID3
* xyz 0 1
Ca 0.679 -0.365 -0.215
O 0.417 1.428 1.177
N 0.630 0.695 2.308
C 0.235 1.253 3.383
C 0.219 0.537 4.665
C 0.260 1.314 5.824
C 0.220 0.742 7.080
C 0.123 -0.636 7.197
C 0.063 -1.420 6.057
C 0.106 -0.866 4.777
P -0.018 -1.968 3.304
C -0.779 -3.475 4.044
C -0.102 -4.522 4.669
C -0.792 -5.631 5.138
C -2.172 -5.707 5.003
C -2.861 -4.667 4.397
C -2.165 -3.567 3.915
C 1.734 -2.474 3.115
C 2.046 -3.681 2.487
C 3.363 -4.036 2.245
C 4.393 -3.184 2.613
C 4.096 -1.980 3.231
C 2.778 -1.628 3.481
H 1.424 1.845 -0.079
H -0.113 2.285 3.345
H 0.333 2.391 5.722
H 0.262 1.366 7.964
H 0.088 -1.103 8.173
H -0.029 -2.492 6.169
H 0.973 -4.474 4.783
H -0.250 -6.439 5.614
H -2.707 -6.573 5.370
H -3.938 -4.716 4.292
H -2.701 -2.762 3.421
H 1.254 -4.360 2.194
H 3.582 -4.980 1.760
H 5.422 -3.452 2.410
H 4.892 -1.302 3.512
H 2.564 -0.680 3.957
O 5.317 -1.068 -0.196
P 3.910 -0.545 -0.708
O 3.716 -0.767 -2.183
O 2.851 -1.029 0.219
O 4.088 1.072 -0.513
P 3.206 2.159 -1.297
O 3.440 1.823 -2.813
O 3.463 3.531 -0.896
O 1.698 1.653 -1.032
H 6.056 -0.703 -0.697
H 3.552 0.845 -2.902
C -4.029 -1.781 -0.919
N -3.784 -0.745 0.066
C -2.585 -0.121 0.177
N -2.445 0.824 1.127
O -1.640 -0.414 -0.576
H -4.873 -1.515 -1.556
H -4.232 -2.741 -0.442
H -3.140 -1.875 -1.539
H -4.522 -0.486 0.696
H -3.189 1.092 1.744
H -1.561 1.329 1.136
Br -0.248 -7.523 -0.047
C -0.052 -5.651 -0.191
C -1.028 -4.815 0.320
C -0.821 -3.450 0.208
N 0.259 -2.914 -0.358
C 1.179 -3.738 -0.854
C 1.072 -5.117 -0.797
H -1.908 -5.203 0.811
H -1.552 -2.755 0.602
H 2.048 -3.274 -1.304
H 1.845 -5.749 -1.208
C -5.112 5.486 -2.552
C -5.166 4.434 -1.652
C -3.994 3.793 -1.266
C -2.763 4.196 -1.771
C -2.722 5.255 -2.677
C -3.886 5.896 -3.065
P -1.255 3.297 -1.213
C -0.570 2.867 -2.863
C 0.622 3.273 -3.456
C 0.983 2.802 -4.712
C 0.161 1.923 -5.398
C -1.017 1.489 -4.805
C -1.367 1.946 -3.547
C -0.319 4.680 -0.457
C 0.363 5.724 -1.076
C 0.998 6.702 -0.323
C 0.945 6.667 1.061
C 0.252 5.646 1.694
C -0.362 4.659 0.940
H -6.022 5.987 -2.857
H -6.119 4.110 -1.251
H -4.030 2.968 -0.563
H -1.770 5.574 -3.085
H -3.842 6.717 -3.769
H 1.318 3.907 -2.929
H 1.927 3.113 -5.142
H 0.452 1.559 -6.376
H -1.656 0.772 -5.303
H -2.272 1.571 -3.080
H 0.390 5.810 -2.151
H 1.536 7.494 -0.826
H 1.445 7.429 1.644
H 0.203 5.608 2.775
H -0.870 3.840 1.437
C -0.454 -1.985 -6.583
N 0.745 -1.530 -5.915
C 1.893 -1.090 -6.556
C 2.776 -0.752 -5.599
N 2.165 -0.994 -4.387
C 0.913 -1.469 -4.565
S -0.191 -1.899 -3.366
H -0.218 -2.809 -7.256
H -0.906 -1.171 -7.151
H -1.150 -2.327 -5.820
H 1.969 -1.060 -7.628
H 3.776 -0.364 -5.668
H 2.580 -0.811 -3.473
*
```

Löwdin population analysis, charges in e, atoms 1 to 99:
1. Ca 1.36
2. O -0.45
3. N -0.10
4. C -0.13
5. C -0.22
6. C -0.05
7. C -0.08
8. C -0.08
9. C -0.08
10. C -0.30
11. P 1.11
12. C -0.39
13. C -0.10
14. C -0.08
15. C -0.09
16. C -0.09
17. C -0.12
18. C -0.37
19. C -0.13
20. C -0.08
21. C -0.09
22. C -0.08
23. C -0.09
24. H 0.04
25. H 0.12
26. H 0.11
27. H 0.10
28. H 0.10
29. H 0.09
30. H 0.11
31. H 0.10
32. H 0.10
33. H 0.10
34. H 0.09
35. H 0.09
36. H 0.10
37. H 0.10
38. H 0.11
39. H 0.10
40. O -0.08
41. P 0.22
42. O -0.31
43. O -0.37
44. O -0.23
45. P 0.30
46. O -0.10
47. O -0.21
48. O -0.26
49. H 0.09
50. H 0.04
51. C -0.06
52. N 0.03
53. C -0.62
54. N 0.19
55. O -0.16
56. H 0.08
57. H 0.08
58. H 0.07
59. H 0.13
60. H 0.11
61. H 0.04
62. Br 0.76
63. C -0.69
64. C -0.10
65. C -0.16
66. N -0.03
67. C -0.17
68. C -0.10
69. H 0.10
70. H 0.09
71. H 0.11
72. H 0.11
73. C -0.09
74. C -0.09
75. C -0.11
76. C -0.36
77. C -0.08
78. C -0.08
79. P 1.12
80. C -0.37
81. C -0.10
82. C -0.08
83. C -0.10
84. C -0.09
85. C -0.11
86. C -0.35
87. C -0.09
88. C -0.08
89. C -0.08
90. C -0.08
91. C -0.12
92. H 0.10
93. H 0.10
94. H 0.08
95. H 0.10
96. H 0.10
97. H 0.09
98. H 0.11
99. H 0.09

---

Record 2
DFT (the ωB97M-V functional and the def2-TZVPD basis) results for C48H49N4P2Ti as an isolated structure.

The lowest unoccupied orbital energy is -0.3710 Ha. As for the HOMO energy: -14.5 eV. The total energy comes out at -98199.33990 eV.

```
! wB97M-V def2-TZVPD RIJCOSX def2/J DEFGRID3
* xyz 3 1
Ti 0.741 -0.894 0.727
C 3.651 -0.863 -1.225
N 2.869 -1.481 -0.125
C 3.773 -1.384 1.073
C 2.561 -2.874 -0.483
C 3.193 -3.604 -1.475
C 2.805 -4.923 -1.686
C 1.807 -5.519 -0.913
C 1.184 -4.794 0.088
C 1.569 -3.473 0.271
N 1.046 -2.633 1.298
C 1.402 -2.936 2.614
C 2.271 -3.974 2.985
C 2.676 -4.056 4.297
C 2.243 -3.107 5.235
C 1.381 -2.077 4.868
C 0.957 -2.008 3.560
N -0.042 -1.109 3.057
C -0.225 0.053 3.965
C -1.328 -1.935 3.076
H 4.635 -1.331 -1.269
H 3.786 0.189 -1.029
H 3.148 -1.000 -2.170
H 4.608 -2.078 0.970
H 3.267 -1.603 2.002
H 4.165 -0.373 1.113
H 3.972 -3.178 -2.094
H 3.298 -5.495 -2.462
H 1.520 -6.548 -1.094
H 0.404 -5.230 0.705
H 2.648 -4.677 2.253
H 3.354 -4.846 4.596
H 2.573 -3.176 6.265
H 1.044 -1.368 5.612
H -0.637 -0.284 4.915
H -0.919 0.751 3.528
H 0.726 0.549 4.137
H -2.165 -1.285 3.267
H -1.263 -2.659 3.884
H -1.487 -2.456 2.148
C -0.344 2.201 -1.863
N -1.709 2.301 -1.429
C -2.372 1.166 -0.903
P -1.521 0.501 0.627
C -0.653 1.948 1.292
C 0.702 1.827 1.612
C 1.473 2.890 2.038
C 0.865 4.136 2.142
C -0.479 4.293 1.820
C -1.236 3.207 1.393
C -3.023 0.165 1.579
C -3.800 -0.906 1.128
C -5.001 -1.202 1.757
C -5.428 -0.431 2.835
C -4.664 0.645 3.269
C -3.459 0.950 2.642
C -2.470 3.409 -1.914
C -1.813 4.581 -2.276
C -2.537 5.684 -2.718
C -3.916 5.640 -2.803
C -4.569 4.473 -2.453
C -3.858 3.357 -2.020
P 0.604 0.635 -1.593
C -0.291 -0.626 -2.523
C -0.542 -1.821 -1.860
C -1.304 -2.836 -2.409
C -1.834 -2.642 -3.679
C -1.601 -1.453 -4.366
C -0.837 -0.444 -3.791
C 2.022 1.208 -2.578
C 2.289 0.729 -3.857
C 3.340 1.273 -4.590
C 4.119 2.288 -4.050
C 3.851 2.769 -2.771
C 2.805 2.231 -2.035
H 0.282 2.974 -1.412
H -0.253 2.335 -2.944
H -2.561 0.337 -1.593
H -3.327 1.473 -0.502
H 1.210 0.865 1.561
H 2.519 2.763 2.292
H 1.449 4.988 2.474
H -0.941 5.271 1.897
H -2.277 3.351 1.124
H -3.470 -1.511 0.288
H -5.608 -2.030 1.407
H -6.365 -0.663 3.329
H -5.010 1.258 4.094
H -2.884 1.806 2.980
H -0.733 4.665 -2.210
H -2.005 6.586 -2.994
H -4.475 6.501 -3.149
H -5.649 4.411 -2.529
H -4.413 2.451 -1.800
H -0.134 -1.995 -0.867
H -1.477 -3.761 -1.871
H -2.434 -3.423 -4.135
H -2.022 -1.310 -5.355
H -0.678 0.483 -4.335
H 1.696 -0.072 -4.288
H 3.546 0.904 -5.589
H 4.934 2.711 -4.627
H 4.458 3.564 -2.352
H 2.604 2.609 -1.037
*
```

Löwdin population analysis, charges in e, atoms 1 to 99:
1. Ti 0.96
2. C -0.06
3. N -0.21
4. C 0.00
5. C -0.20
6. C 0.02
7. C -0.01
8. C -0.02
9. C 0.00
10. C -0.26
11. N -0.06
12. C -0.23
13. C 0.02
14. C -0.02
15. C 0.00
16. C 0.01
17. C -0.24
18. N -0.19
19. C -0.04
20. C 0.00
21. H 0.12
22. H 0.08
23. H 0.09
24. H 0.13
25. H 0.07
26. H 0.11
27. H 0.12
28. H 0.13
29. H 0.13
30. H 0.14
31. H 0.13
32. H 0.13
33. H 0.13
34. H 0.13
35. H 0.12
36. H 0.06
37. H 0.11
38. H 0.07
39. H 0.12
40. H 0.08
41. C -0.28
42. N -0.18
43. C -0.28
44. P 1.07
45. C -0.39
46. C -0.19
47. C -0.04
48. C -0.02
49. C -0.01
50. C -0.05
51. C -0.41
52. C -0.11
53. C -0.04
54. C -0.03
55. C -0.03
56. C -0.09
57. C -0.23
58. C -0.03
59. C -0.06
60. C -0.07
61. C -0.06
62. C -0.03
63. P 1.07
64. C -0.39
65. C -0.15
66. C -0.04
67. C -0.02
68. C -0.02
69. C -0.06
70. C -0.41
71. C -0.08
72. C -0.03
73. C -0.03
74. C -0.04
75. C -0.12
76. H 0.09
77. H 0.12
78. H 0.10
79. H 0.09
80. H 0.03
81. H 0.13
82. H 0.13
83. H 0.13
84. H 0.13
85. H 0.11
86. H 0.12
87. H 0.13
88. H 0.13
89. H 0.10
90. H 0.10
91. H 0.12
92. H 0.12
93. H 0.12
94. H 0.11
95. H 0.02
96. H 0.12
97. H 0.13
98. H 0.13
99. H 0.12

---

Look up the total energy of the second one. -98199.33990 eV